Entry 1:
A cluster of 2 separate species, C4H2NO3 in total in a non-equilibrium geometry. Source: the OMol25 dataset; level of theory: ωB97M-V/def2-TZVPD.

Last column: Löwdin charge in e.
Positions of all 10 atoms, in Å:
1 O -1.9894 -0.6606 -0.5079  -0.1416
2 O 2.2806 0.0823 -0.6810  0.0484
3 O 1.5149 -1.6597 0.7805  0.0015
4 N -0.9836 2.8299 0.5804  0.0611
5 C -1.0714 -1.2977 0.1041  -0.3138
6 C -0.4907 2.3152 -0.2935  -0.0797
7 C 1.4810 -0.6026 -0.1043  -0.5893
8 C 0.2609 -0.8384 0.3619  -0.0959
9 H -1.1895 -2.1893 0.7304  0.0929
10 H 0.1873 2.0210 -0.9705  0.0164

Computed properties:
* highest occupied orbital energy: -3.6 eV
* gap between HOMO and LUMO: 7.62 eV
* E: -11810.875 eV
* energy relative to the best compared isomer or geometry (same formula, charge and spin): 77.2 kcal per mole
* net charge: -1
* LUMO: 4.057 eV

***

Entry 2:
The molecule C22H30N4O2. Source: the OMol25 dataset; level of theory: ωB97M-V/def2-TZVPD.

Last column: Löwdin charge in e.
Positions of all 58 atoms, in Å:
1 O -0.8343 -4.0113 -1.9263  0.0686
2 O 0.5718 2.6985 1.4023  -0.1164
3 N 0.9877 -2.6528 -1.7929  0.0521
4 N -0.3229 -2.9580 0.0508  0.1427
5 N 1.0853 2.3645 -1.3672  -0.0975
6 N 0.6318 -0.1123 -2.6258  -0.1975
7 C 1.3859 3.5395 -0.6687  -0.1622
8 C -2.9617 -5.0504 1.5415  -0.0769
9 C -2.4770 -3.2120 3.0238  -0.2389
10 C -1.3024 -3.4350 0.9282  -0.1815
11 C 1.3744 4.9872 1.2671  -0.0290
12 C -0.7719 -1.4544 2.3845  -0.0381
13 C -0.4711 0.6940 -2.1437  -0.1627
14 C 1.9822 4.5755 -1.3837  -0.0235
15 C -3.1816 -4.3718 2.7246  -0.0635
16 C 1.0966 3.7535 0.6955  -0.1949
17 C 1.0570 -2.4313 -3.2216  -0.1647
18 C -2.7540 -2.5108 4.3241  -0.0552
19 C -1.5360 -2.7250 2.1168  -0.1680
20 C -2.0192 -4.5912 0.6435  -0.0145
21 C 1.9648 6.0004 0.5302  -0.0947
22 C 1.7110 0.7457 -3.0708  -0.1688
23 C 0.2718 -1.1548 -3.5748  -0.1655
24 C 0.1983 2.8994 2.7417  -0.0802
25 C -0.1365 -3.2645 -1.2767  -0.5353
26 C 2.2803 5.7906 -0.7978  -0.0967
27 C 0.0059 1.5072 -0.9396  -0.1578
28 C 2.1909 1.5931 -1.8936  -0.1450
29 H 2.1988 4.4148 -2.4291  0.1140
30 H -1.2857 0.0343 -1.8354  0.1223
31 H -3.5199 -5.9475 1.3198  0.1027
32 H 2.1087 -2.3365 -3.5007  0.1116
33 H -0.8478 1.3831 -2.9191  0.1294
34 H 2.5973 0.9202 -1.1176  0.1295
35 H 1.3223 -1.8390 -1.2915  0.1157
36 H 1.0605 3.1436 3.3711  0.0967
37 H -0.8125 2.1212 -0.5648  0.1321
38 H -1.8357 -5.1106 -0.2810  0.0996
39 H 2.7427 6.5723 -1.3810  0.1000
40 H 0.4592 -0.8605 -4.6163  0.1217
41 H -1.8448 -2.4090 4.9153  0.0831
42 H 2.1783 6.9466 1.0035  0.1011
43 H 0.3219 0.8128 -0.1454  0.1112
44 H 2.5332 0.1251 -3.4333  0.1214
45 H -0.7924 -1.3755 -3.4693  0.1204
46 H 0.6222 -3.2967 -3.7220  0.1177
47 H 0.3063 -2.2762 0.4450  0.1178
48 H 0.2833 -1.6650 2.5723  0.0926
49 H 2.9869 2.2651 -2.2151  0.1182
50 H -3.1659 -1.5165 4.1522  0.0827
51 H 1.3851 1.4122 -3.8891  0.1285
52 H -0.8458 -0.7744 1.5344  0.0731
53 H -3.9124 -4.7431 3.4284  0.1029
54 H 1.1530 5.1648 2.3078  0.1003
55 H -0.2264 1.9513 3.0700  0.0860
56 H -1.1640 -0.9388 3.2540  0.0606
57 H -3.4759 -3.0771 4.9069  0.0730
58 H -0.5574 3.6856 2.8387  0.0994

Computed properties:
* highest occupied orbital energy: -7.9 eV
* gap between HOMO and LUMO: 8.49 eV
* E: -33356.806 eV
* energy relative to the best compared isomer or geometry (same formula, charge and spin): 55.1 kcal per mole
* SMILES string: COc1ccccc1N1CCN(CCNC(=O)Nc2cccc(C)c2C)CC1
* LUMO: 0.584 eV

***

Entry 3:
A structure of composition C2H2F6NO11P2ReS2. Source: the OMol25 dataset; level of theory: ωB97M-V/def2-TZVPD.

Last column: Mulliken spin population.
Positions of all 27 atoms, in Å:
1 Re -0.5472 -0.3124 -0.4091  0.9480
2 S 2.3100 -1.4677 0.5419  0.0103
3 S 0.5507 -0.8677 2.6246  -0.0073
4 P -3.5526 -0.1226 -1.5024  0.0217
5 P -1.2465 1.3487 -2.2523  -0.0070
6 F 4.7825 -0.8900 1.0261  -0.0004
7 F 3.5796 0.7916 0.3679  -0.0004
8 F 1.5146 1.1224 3.9898  0.0003
9 F 4.1952 -0.7256 -1.0552  0.0008
10 F 0.7896 1.6357 2.0078  -0.0002
11 F -0.6181 1.2242 3.6079  -0.0002
12 O 0.2759 -1.6663 3.7494  -0.0006
13 O -2.8053 1.1659 -2.2402  0.0054
14 O -0.5649 0.0017 -2.4686  0.0130
15 O 2.4994 -2.8372 0.2578  -0.0003
16 O -2.4022 -0.5988 -0.4899  -0.0091
17 O 1.3446 -0.7964 -0.4672  0.0000
18 O -3.5117 -1.2111 -2.6245  0.0001
19 O -0.7740 1.5976 -0.7674  0.0094
20 O -0.5026 -0.9197 1.5490  0.0027
21 O -4.8110 0.2524 -0.9085  -0.0019
22 O -0.9080 2.5144 -3.1887  0.0007
23 N 1.9672 -1.0401 1.9828  0.0135
24 C 3.8523 -0.4885 0.1920  -0.0020
25 C 0.5611 0.9213 3.1107  0.0028
26 H -4.3841 -1.5401 -2.8863  0.0003
27 H -1.5948 2.9082 -3.7472  0.0003

Computed properties:
* highest occupied orbital energy (alpha / beta): -14.1 / -14.0 eV
* gap between HOMO and LUMO (alpha / beta): 7.80 / 8.04 eV
* E: -84799.046 eV
* energy relative to the best compared isomer or geometry (same formula, charge and spin): 0.0 kcal per mole
* spin multiplicity: 2
* net charge: +1
* <S²>: 0.78
* LUMO (alpha / beta): -6.286 / -5.907 eV

***

Entry 4:
The molecule C3H5N in a non-equilibrium geometry. Source: the OMol25 dataset; level of theory: ωB97M-V/def2-TZVPD.

Last column: Löwdin charge in e.
Positions of all 9 atoms, in Å:
1 N -0.3425 1.7978 -0.6115  0.1262
2 C 0.1630 -0.3529 1.0573  -0.0482
3 C -0.1079 0.6324 -0.3073  -0.2837
4 C -0.0416 -0.8324 -0.3511  -0.1493
5 H -0.9255 -1.3257 -0.5997  0.0824
6 H -0.3032 -0.4750 1.9063  0.0150
7 H -0.5099 1.9968 -1.5981  0.0579
8 H 0.8778 -1.3209 -0.7844  0.1220
9 H 1.1897 -0.1201 1.2884  0.0776

Computed properties:
* highest occupied orbital energy: -8.4 eV
* gap between HOMO and LUMO: 9.47 eV
* E: -4678.955 eV
* energy relative to the best compared isomer or geometry (same formula, charge and spin): 66.9 kcal per mole
* SMILES string: N=C1CC1
* LUMO: 1.066 eV

***

Entry 5:
A cluster of 9 separate species, H19O9 in total in a non-equilibrium geometry. Source: the OMol25 dataset; level of theory: ωB97M-V/def2-TZVPD.

Last column: Löwdin charge in e.
Positions of all 28 atoms, in Å:
1 O 2.6571 1.4943 1.9642  0.0604
2 O -1.6494 -1.8852 -1.1609  0.0283
3 O 2.2471 -1.6394 0.0787  -0.0618
4 O -1.0626 0.4240 -1.7166  0.0554
5 O 0.2733 0.0758 -3.9767  -0.1089
6 O -3.3347 1.4089 -0.8982  -0.0015
7 O -1.0447 -1.4347 2.7675  -0.0973
8 O 0.9408 0.6020 0.1833  -0.0384
9 O 0.0297 1.4271 2.5580  0.0240
10 H -0.0820 -1.4456 2.6739  0.0202
11 H 0.4420 -0.8186 -3.4944  0.0981
12 H -1.7288 -1.8395 -0.1332  0.1554
13 H -0.7167 -2.1105 -1.1803  0.0705
14 H 2.2612 -2.5871 -0.0344  0.0378
15 H 2.7955 0.8876 2.5504  -0.0256
16 H -0.5047 1.1712 3.2637  0.0401
17 H 1.5867 1.1887 0.2241  -0.0305
18 H -0.4262 0.8052 -0.9580  0.1565
19 H -2.7703 2.0937 -0.4833  0.0698
20 H 0.8859 1.5786 2.8255  -0.0110
21 H -1.2644 -2.3081 3.2727  0.1094
22 H 1.5278 -1.1549 -0.3546  -0.0077
23 H 0.9764 0.1147 -4.7030  0.1062
24 H 3.2109 1.1198 1.3050  0.0694
25 H -0.7958 0.8808 -2.6048  0.1628
26 H -3.5988 1.9153 -1.5735  -0.0291
27 H -1.5341 -0.5251 -1.5597  0.0774
28 H 0.6788 0.5612 1.1645  0.0701

Computed properties:
* highest occupied orbital energy: -14.5 eV
* gap between HOMO and LUMO: 11.10 eV
* E: -18727.401 eV
* energy relative to the best compared isomer or geometry (same formula, charge and spin): 98.8 kcal per mole
* net charge: +1
* LUMO: -3.376 eV

***

Entry 6:
A cluster of 3 separate species, CH8N2O2 in total in a non-equilibrium geometry. Source: the OMol25 dataset; level of theory: ωB97M-V/def2-TZVPD.

Last column: Löwdin charge in e.
Positions of all 13 atoms, in Å:
1 O -1.3648 -1.2187 1.7165  -0.0795
2 O -0.8882 -1.9718 -1.2448  -0.0986
3 N 1.8153 0.4411 -0.2478  0.0386
4 N -0.0672 1.8685 -0.3713  0.0641
5 C 1.1564 1.3922 0.2180  -0.3656
6 H -2.1945 -1.6790 1.4241  0.0606
7 H -1.1634 -0.9088 0.8445  -0.0376
8 H -0.5888 2.5802 0.1766  0.0885
9 H 1.5711 2.0542 0.8921  0.0824
10 H -0.7530 1.2248 -0.8240  0.0840
11 H -0.8249 -1.0655 -1.7166  0.0708
12 H 2.7304 0.8805 -0.3822  0.0551
13 H 0.0718 -2.0820 -1.1624  0.0374

Computed properties:
* highest occupied orbital energy: -9.4 eV
* gap between HOMO and LUMO: 10.05 eV
* E: -8240.451 eV
* energy relative to the best compared isomer or geometry (same formula, charge and spin): 41.6 kcal per mole
* SMILES string: [H]/N=C/N.O.O
* LUMO: 0.636 eV

***

Entry 7:
A cluster of 3 separate species, C17H41BO12P2S in total in a non-equilibrium geometry. Source: the OMol25 dataset; level of theory: ωB97M-V/def2-TZVPD.

Last column: Löwdin charge in e.
Positions of all 74 atoms, in Å:
1 S -0.5235 -6.1691 -1.9202  0.7088
2 P 1.9856 0.8850 1.0581  0.4844
3 P -4.5265 2.5636 0.6538  0.4174
4 O -3.5640 1.8852 1.5242  -0.2210
5 O 1.3149 -0.3089 0.5056  -0.2156
6 O 1.1069 1.3286 2.3215  -0.2084
7 O 3.5134 -4.7809 -4.6689  0.1407
8 O 2.1825 -2.2739 -4.5020  0.1963
9 O -4.1681 4.1332 0.8267  -0.2040
10 O 2.6213 2.2966 0.7555  -0.1969
11 O 3.3148 0.2322 1.7636  -0.2094
12 O 4.6333 -4.5988 -2.7508  -0.0021
13 O -4.1449 2.3513 -0.8873  -0.1830
14 O -6.0882 2.6413 0.6512  -0.1783
15 O 3.0775 -1.9624 -2.3232  0.1646
16 C 5.0063 0.6490 0.0216  -0.0775
17 C -1.7421 4.2965 1.1244  -0.0738
18 C 3.5844 -6.3339 -1.3664  -0.1631
19 C -4.1809 1.0326 -1.4548  -0.2606
20 C -3.1108 4.4655 1.7416  -0.2714
21 C 2.6435 3.4318 1.6428  -0.2361
22 C 3.4355 3.2067 2.9088  -0.0688
23 C 4.3011 -0.3560 0.9151  -0.2783
24 C 2.1971 -6.5517 -1.9895  -0.2784
25 C 4.1264 -4.9166 -1.4571  -0.1902
26 C -5.5757 0.4427 -1.5244  -0.0793
27 C 0.0838 -0.5130 3.5467  -0.0668
28 C 1.1522 -5.5103 -1.5799  -0.5517
29 C -0.1323 0.6909 2.6541  -0.2630
30 C -6.7130 4.4874 -0.8736  -0.0712
31 C 3.7155 -4.1457 -3.6650  -0.3388
32 C -6.8803 3.8348 0.4775  -0.2369
33 B 2.9522 -2.7118 -3.4680  -0.5479
34 H 3.1104 4.2265 1.0611  0.1218
35 H 3.0773 2.3526 3.4781  0.0700
36 H -7.0585 3.8274 -1.6702  0.0784
37 H 0.3965 -0.1971 4.5437  0.0763
38 H 0.8686 -1.1604 3.1552  0.0733
39 H 2.2676 -6.5879 -3.0789  0.1062
40 H 1.6260 3.7575 1.8518  0.1031
41 H 4.2748 -7.0255 -1.8524  0.1225
42 H -7.9113 3.5025 0.5938  0.1200
43 H 5.0286 -0.8374 1.5686  0.1169
44 H 4.9645 -4.8188 -0.7670  0.1305
45 H 5.7984 0.1570 -0.5440  0.0804
46 H -3.2895 5.4983 2.0441  0.1182
47 H 3.8312 -1.1330 0.3052  0.0924
48 H 1.8346 -7.5360 -1.6881  0.0931
49 H -5.9905 0.2748 -0.5293  0.0707
50 H -6.6832 4.5278 1.2930  0.1163
51 H -1.5446 5.0674 0.3768  0.0782
52 H -3.1826 3.8566 2.6407  0.1041
53 H -0.8379 -1.0873 3.6418  0.0794
54 H -3.7658 1.1300 -2.4565  0.1186
55 H 1.2369 -4.6332 -2.2223  0.0439
56 H -5.5500 -0.5161 -2.0425  0.0803
57 H -5.6771 4.7426 -1.0858  0.0707
58 H 3.5296 -6.6176 -0.3110  0.1190
59 H -1.6622 3.3343 0.6206  0.0698
60 H -6.2559 1.1138 -2.0502  0.0766
61 H 4.3184 1.1018 -0.6934  0.0697
62 H 3.3706 -4.2085 -1.1066  0.1007
63 H -0.7298 1.4358 3.1806  0.1164
64 H 1.2025 -5.2529 -0.5240  0.0830
65 H -7.3014 5.4054 -0.8969  0.0837
66 H 3.3516 4.0951 3.5366  0.0839
67 H 5.4374 1.4573 0.6132  0.0745
68 H 2.6166 -2.3582 -1.5795  0.0896
69 H -3.5166 0.3803 -0.8824  0.1153
70 H 4.4879 3.0313 2.6842  0.0779
71 H -0.9704 4.3578 1.8937  0.0718
72 H -0.6837 0.4296 1.7531  0.1053
73 H 1.5051 -2.9019 -4.7638  0.1164
74 H -1.1226 -5.9137 -0.7524  -0.1585

Computed properties:
* highest occupied orbital energy: -9.2 eV
* gap between HOMO and LUMO: 9.49 eV
* E: -72959.047 eV
* SMILES string: CCOP(=O)(OCC)OCC.CCOP(=O)(OCC)OCC.O=C(OCCCCS)B(O)O
* LUMO: 0.291 eV

***

Entry 8:
A cluster of 2 separate species, C2H9NP in total in a non-equilibrium geometry. Source: the OMol25 dataset; level of theory: ωB97M-V/def2-TZVPD.

Last column: Löwdin charge in e.
Positions of all 13 atoms, in Å:
1 P 1.1855 -0.9565 -0.3361  0.9894
2 N 1.3290 1.6547 0.1497  0.1004
3 C 1.0401 0.3445 0.6720  -0.5206
4 C -2.0334 -1.0246 -0.6052  -0.0602
5 H -2.1659 0.0143 -0.2026  0.0485
6 H 0.6355 2.2749 0.4501  0.1334
7 H 1.3833 1.5941 -0.9567  0.2098
8 H -1.1537 -1.4162 -0.0846  -0.0727
9 H -2.6748 -1.7974 -0.2561  0.0198
10 H 0.9862 -1.8201 0.6084  -0.1336
11 H 2.2244 2.0028 0.4609  0.1612
12 H -1.9030 -1.0773 -1.6750  0.0268
13 H 1.1468 0.2068 1.7752  0.0976

Computed properties:
* highest occupied orbital energy: -14.6 eV
* gap between HOMO and LUMO: 9.82 eV
* E: -12989.451 eV
* energy relative to the best compared isomer or geometry (same formula, charge and spin): 33.9 kcal per mole
* net charge: +1
* LUMO: -4.795 eV

***

Question: The highest E belongs to which entry?
Answer: C3H5N

***

Question: The highest E belongs to which entry?
Answer: C3H5N